[1]
This record from the Open Molecules 2025 dataset describes C16H25GaN5O5 as an isolated structure. The level of theory is the ωB97M-V functional and the def2-TZVPD basis.

Output
frontier orbital gap (alpha / beta) = 6.52 / 6.51 eV
E_LUMO (alpha / beta) = -3.395 / -3.672 eV
energy relative to the best compared isomer or geometry (same formula, charge and spin) = 0.0 kJ/mol
2S+1 = 1
net charge = +1

```
52
C16H25GaN5O5 | the Open Molecules 2025 dataset | the ωB97M-V functional and the def2-TZVPD basis
O 3.231 1.558 -2.921
H 4.200 1.594 -2.987
Ga 0.162 0.159 -0.111
N -1.499 -0.288 -1.071
N 0.767 -0.115 -2.013
O -2.755 0.277 -0.636
O 2.083 -0.582 -2.239
C -1.439 -0.628 -2.374
C -0.147 -0.544 -2.914
C -2.648 -1.060 -3.118
C 0.226 -0.992 -4.278
H -3.550 -0.616 -2.679
H -2.763 -2.156 -3.097
H -2.582 -0.762 -4.174
H 1.292 -1.240 -4.336
H 0.000 -0.219 -5.030
H -0.349 -1.888 -4.549
H -3.137 -0.371 -0.006
H 2.603 0.248 -2.572
O 1.351 -1.720 0.015
H 0.810 -2.531 0.023
H 1.911 -1.728 -0.801
C 2.750 2.669 -2.142
H 3.305 2.767 -1.204
H 1.684 2.511 -1.960
H 2.877 3.581 -2.735
O -0.997 2.139 0.049
H -1.918 1.788 -0.060
H -0.955 2.621 0.896
C -3.895 -2.008 3.551
C -3.902 -0.690 3.075
C -2.788 -0.190 2.401
C -1.660 -1.015 2.243
C -1.646 -2.333 2.718
C -2.775 -2.837 3.358
N -0.473 -0.466 1.719
N 0.580 -0.703 2.519
C 1.618 0.132 2.225
C 2.706 0.295 3.106
C 3.528 1.395 2.928
C 3.262 2.292 1.881
C 2.219 2.048 1.003
N 1.506 0.902 1.089
H -4.762 -2.392 4.094
H -4.766 -0.046 3.245
H -2.709 0.853 2.096
H -0.728 -2.912 2.596
H -2.769 -3.867 3.722
H 2.797 -0.440 3.903
H 4.363 1.580 3.600
H 3.862 3.184 1.731
H 1.919 2.746 0.219
```



[2]
This record from the Open Molecules 2025 dataset describes C14H23MgN2OP as an isolated structure. The level of theory is the ωB97M-V functional and the def2-TZVPD basis.

Output
frontier orbital gap (alpha / beta) = 3.74 / 3.74 eV
E_LUMO (alpha / beta) = 0.302 / 0.302 eV
energy relative to the best compared isomer or geometry (same formula, charge and spin) = 215.8 kJ/mol
2S+1 = 1

```
42
C14H23MgN2OP | the Open Molecules 2025 dataset | the ωB97M-V functional and the def2-TZVPD basis
C 0.651 -2.589 -2.878
C 0.839 -1.241 -3.181
C 0.960 -0.289 -2.143
C 0.912 -0.723 -0.827
C 0.721 -2.054 -0.514
C 0.610 -3.009 -1.547
C 1.193 1.162 -2.499
C 0.156 2.215 -2.042
N -0.530 1.931 -0.754
Mg 0.952 0.878 0.555
C 0.613 -2.475 0.939
P -0.336 -1.298 1.958
H 0.892 -0.891 -4.214
H 0.481 -4.060 -1.284
H 0.543 -3.314 -3.683
H 1.601 -2.563 1.422
H 0.113 -3.454 1.030
H 2.176 1.500 -2.124
H 1.238 1.247 -3.592
H 0.661 3.186 -1.936
C -0.296 -1.784 3.684
C -2.037 -1.411 1.382
H -0.617 2.335 -2.819
C -1.733 1.110 -0.981
C -0.940 3.187 -0.098
H 0.101 0.077 2.053
H -2.430 1.641 -1.654
H -1.460 0.150 -1.432
H -2.235 0.928 -0.023
H -1.723 3.700 -0.684
H -1.338 2.967 0.903
H -0.074 3.854 0.006
H -2.488 -2.343 1.759
H -2.613 -0.556 1.760
H -2.096 -1.423 0.285
H -0.765 -2.767 3.834
H 0.746 -1.803 4.030
H -0.846 -1.021 4.254
H 0.723 1.929 2.933
O 3.628 2.737 3.071
C 2.545 2.378 2.791
N 1.497 1.959 2.265
```



[3]
This record from the Open Molecules 2025 dataset describes C20H36AlIN4OS as an isolated structure. The level of theory is the ωB97M-V functional and the def2-TZVPD basis.

Output
frontier orbital gap (alpha / beta) = 4.71 / 5.25 eV
E_LUMO (alpha / beta) = -0.106 / -0.051 eV
2S+1 = 1

```
64
C20H36AlIN4OS | the Open Molecules 2025 dataset | the ωB97M-V functional and the def2-TZVPD basis
Al -0.060 0.730 0.621
C -0.563 1.571 3.526
C -0.786 2.845 2.696
N -0.223 2.510 1.428
C 1.312 2.422 1.453
C 2.176 1.222 1.934
S 1.770 -0.452 1.244
C 1.405 -1.314 2.790
C 0.093 -0.769 3.318
N -0.258 0.451 2.561
H -1.449 1.334 4.125
H 0.287 1.721 4.201
H -0.335 3.726 3.163
H -1.859 3.028 2.580
H -0.172 3.192 0.387
H 1.682 3.328 1.952
H 1.610 2.552 0.402
H 2.219 1.191 3.028
H 3.208 1.417 1.616
H 2.224 -1.154 3.499
H 1.330 -2.388 2.598
H 0.155 -0.613 4.401
H -0.697 -1.513 3.161
H -1.772 0.087 2.204
C 3.329 -2.722 -0.452
C 1.971 -3.399 -0.651
C 1.222 -3.552 0.676
C 1.174 -2.724 -1.764
C 1.126 -3.386 -3.006
C 0.458 -2.832 -4.095
C -0.175 -1.600 -3.968
C -0.158 -0.899 -2.749
C -0.847 0.460 -2.657
C -0.124 1.503 -3.514
C -2.331 0.380 -3.034
C 0.527 -1.472 -1.651
N 0.572 -0.756 -0.412
H 3.929 -3.269 0.283
H 3.228 -1.690 -0.100
H 3.895 -2.697 -1.391
H 2.183 -4.428 -0.977
H 1.152 -2.613 1.231
H 1.750 -4.260 1.325
H 0.209 -3.935 0.518
H 1.622 -4.346 -3.138
H 0.438 -3.359 -5.045
H -0.679 -1.185 -4.838
H -0.819 0.825 -1.624
H -0.163 1.256 -4.581
H 0.931 1.581 -3.228
H -0.579 2.491 -3.385
H -2.477 0.121 -4.088
H -2.822 1.344 -2.861
H -2.848 -0.373 -2.428
N -3.044 3.199 -0.531
C -2.355 2.268 0.195
O -1.202 1.974 -0.101
C -3.100 1.664 1.365
I -4.204 0.003 0.662
H -2.588 3.541 -1.368
H -4.053 3.259 -0.491
H -3.753 2.420 1.812
H -2.370 1.374 2.128
H -0.319 0.717 -0.955
```



[4]
This record from the Open Molecules 2025 dataset describes a 2-piece molecular cluster, C2H5N3O3 overall. The level of theory is the ωB97M-V functional and the def2-TZVPD basis.

Output
frontier orbital gap = 9.24 eV
E_LUMO = 0.789 eV
energy relative to the best compared isomer or geometry (same formula, charge and spin) = 329.7 kJ/mol
2S+1 = 1

```
13
C2H5N3O3 | the Open Molecules 2025 dataset | the ωB97M-V functional and the def2-TZVPD basis
C -2.077 -0.623 0.537
O -1.593 0.522 -0.255
C -0.354 0.833 -0.208
N 0.609 0.365 0.518
O 0.539 -0.434 1.478
O 1.920 0.933 0.200
H -1.455 -0.647 1.464
H -1.968 -1.582 -0.070
H -3.127 -0.476 0.874
H -0.176 1.704 -0.844
H 2.144 1.331 1.035
N 3.241 -0.691 -2.336
N 2.297 -1.236 -2.392
```



[5]
This record from the Open Molecules 2025 dataset describes C21H62IO15PS as an isolated structure. The level of theory is the ωB97M-V functional and the def2-TZVPD basis.

Output
frontier orbital gap = 9.57 eV
E_LUMO = 0.006 eV
2S+1 = 1

```
101
C21H62IO15PS | the Open Molecules 2025 dataset | the ωB97M-V functional and the def2-TZVPD basis
C -3.853 -1.847 3.758
C -2.496 -2.486 3.190
I -1.392 -3.474 4.802
C -2.870 -3.624 2.154
O -2.490 -3.269 0.795
S -3.291 -1.906 0.287
O -3.714 -2.202 -1.111
O -2.202 -0.600 0.187
P -0.602 -1.069 -0.003
O 0.123 -1.344 1.295
O 0.155 0.246 -0.706
O -0.384 -2.361 -1.023
H -4.697 -2.032 3.054
H -4.087 -2.330 4.733
H -3.697 -0.744 3.834
H -1.933 -1.639 2.738
H -3.934 -3.966 2.228
H -2.254 -4.526 2.397
H 0.996 -0.041 -1.113
H -0.021 -3.069 -0.466
C -2.306 3.453 1.793
C -1.908 2.367 2.775
O -2.675 1.187 2.554
H -3.368 3.688 1.893
H -1.727 4.364 1.961
H -2.145 3.121 0.763
H -2.088 2.693 3.800
H -0.845 2.122 2.673
H -2.506 0.896 1.651
C 4.643 -1.952 0.822
C 3.720 -0.798 0.489
O 3.256 -0.900 -0.861
H 5.496 -1.964 0.145
H 5.007 -1.877 1.848
H 4.125 -2.909 0.702
H 4.246 0.153 0.588
H 2.854 -0.785 1.158
H 2.785 -1.737 -0.941
C 0.137 2.526 -3.166
C 1.041 3.619 -2.630
O 0.553 4.904 -3.008
H 0.072 2.581 -4.253
H 0.509 1.540 -2.885
H -0.880 2.641 -2.778
H 2.049 3.515 -3.034
H 1.102 3.574 -1.536
H -0.331 4.998 -2.641
C -5.340 2.327 -1.078
C -4.889 1.275 -0.084
O -5.619 0.065 -0.285
H -6.409 2.524 -0.968
H -4.793 3.262 -0.932
H -5.181 1.984 -2.104
H -5.069 1.613 0.938
H -3.823 1.066 -0.195
H -5.447 -0.231 -1.186
C -9.533 1.311 0.471
C -9.055 2.466 1.327
O -8.261 1.982 2.403
H -10.117 0.608 1.069
H -10.150 1.667 -0.357
H -8.684 0.754 0.064
H -9.905 3.004 1.750
H -8.459 3.171 0.737
H -7.510 1.516 2.020
C -1.137 1.203 -8.080
C -0.643 2.340 -7.207
O 0.152 1.840 -6.134
H -1.727 0.497 -7.491
H -1.753 1.578 -8.900
H -0.296 0.645 -8.501
H -1.484 2.881 -6.772
H -0.043 3.046 -7.791
H 0.899 1.371 -6.519
C 6.945 1.746 -0.994
C 7.602 0.387 -1.137
O 6.616 -0.639 -1.227
H 6.312 1.773 -0.105
H 7.694 2.537 -0.917
H 6.301 1.956 -1.852
H 8.227 0.172 -0.270
H 8.231 0.352 -2.032
H 6.071 -0.453 -1.998
C 3.639 0.857 4.615
C 4.325 -0.489 4.480
O 3.366 -1.540 4.461
H 3.044 0.892 5.529
H 4.369 1.669 4.638
H 2.953 1.026 3.780
H 4.992 -0.664 5.325
H 4.917 -0.533 3.559
H 2.783 -1.390 3.708
C 5.781 -6.220 0.099
C 6.714 -5.791 1.215
O 7.815 -5.062 0.682
H 6.311 -6.839 -0.628
H 4.935 -6.787 0.494
H 5.399 -5.349 -0.441
H 7.110 -6.663 1.737
H 6.192 -5.161 1.942
H 7.462 -4.290 0.230
```



[6]
This record from the Open Molecules 2025 dataset describes a 2-piece molecular cluster, C10H13O2 overall. The level of theory is the ωB97M-V functional and the def2-TZVPD basis.

Output
frontier orbital gap = 7.13 eV
E_LUMO = 3.299 eV
energy relative to the best compared isomer or geometry (same formula, charge and spin) = 195.0 kJ/mol
2S+1 = 1
net charge = -1

```
25
C10H13O2 | the Open Molecules 2025 dataset | the ωB97M-V functional and the def2-TZVPD basis
C -0.515 2.207 -0.952
C -1.451 3.317 -1.539
C 1.057 2.455 -0.944
O 1.810 1.526 -1.295
O 1.456 3.575 -0.736
H -0.953 2.132 0.039
H -0.449 1.199 -1.588
H -0.891 4.080 -2.297
H -1.947 3.946 -0.812
H -2.296 2.861 -2.100
C -1.057 -0.562 2.146
C 0.806 -0.834 0.397
C -0.136 -1.372 1.304
C 1.602 -1.568 -0.527
C 1.377 -2.918 -0.551
C -0.125 -2.809 1.389
C 0.568 -3.542 0.427
H 1.061 0.234 0.457
H 2.303 -1.181 -1.253
H -0.603 0.306 2.313
H -1.073 -1.056 3.036
H 1.570 -3.661 -1.340
H -0.525 -3.270 2.226
H 0.531 -4.602 0.403
H -2.119 -0.463 1.794
```